(1)
C47H58BF2NO8SeTa | ωB97M-V with the def2-TZVPD basis set

```
119
Properties=species:S:1:pos:R:3:mulliken_charge:R:1
Ta 0.455 -1.496 2.096 2.50
C -1.040 -0.465 -2.508 -0.97
O -0.787 -0.607 -1.114 0.52
C -1.885 -1.019 -0.379 -1.34
C -2.217 -2.370 -0.266 0.82
C -1.495 -3.525 -0.936 -1.41
C -0.121 -3.312 -1.517 -0.53
C 0.142 -3.629 -2.838 -0.46
C 1.403 -3.469 -3.416 0.00
C 2.420 -2.992 -2.599 -0.15
C 2.203 -2.668 -1.263 0.36
C 3.335 -2.136 -0.415 -1.48
C 3.274 -0.632 -0.259 -0.04
C 3.517 0.204 -1.347 -0.09
C 3.415 1.586 -1.251 -0.16
C 3.059 2.134 -0.016 -0.23
C 2.807 1.346 1.094 -0.02
C 2.257 1.949 2.371 -1.07
C 0.853 2.458 2.126 -0.23
C 0.531 3.778 2.355 -0.62
C -0.725 4.289 2.018 -0.29
C -1.591 3.433 1.360 0.07
C -1.309 2.089 1.085 -0.26
C -2.289 1.410 0.141 -1.76
C -2.638 -0.047 0.277 1.07
C -3.768 -0.426 0.989 -0.76
C -4.140 -1.759 1.115 -0.01
C -3.334 -2.704 0.495 -0.73
C -5.346 -2.205 1.940 2.06
C -6.234 -3.146 1.116 -1.80
C -4.832 -2.945 3.184 -1.51
C -6.199 -1.019 2.392 -2.01
C -0.103 1.599 1.565 0.54
O 0.260 0.268 1.526 0.42
C -1.073 5.736 2.349 1.87
C -0.072 6.672 1.659 -1.63
C -0.990 5.928 3.870 -1.58
C -2.485 6.105 1.894 -2.11
C 2.934 -0.025 0.931 0.05
O 2.618 -0.849 2.044 -0.34
C 3.760 -1.159 2.882 -1.31
C 3.631 2.513 -2.445 1.95
C 2.325 3.272 -2.723 -1.53
C 4.749 3.512 -2.118 -1.75
C 4.023 1.744 -3.708 -2.10
C 0.928 -2.829 -0.752 -0.23
O 0.676 -2.486 0.568 -0.85
C 1.611 -3.807 -4.889 1.94
C 3.052 -3.567 -5.337 -2.07
C 0.684 -2.922 -5.735 -1.49
C 1.266 -5.284 -5.125 -1.70
H -1.489 -1.370 -2.923 0.39
H -0.078 -0.291 -2.986 0.10
H -1.709 0.379 -2.699 0.32
H -2.141 -3.905 -1.732 0.49
H -1.432 -4.332 -0.199 0.45
H -0.679 -4.006 -3.436 0.51
H 3.421 -2.870 -2.989 0.56
H 4.279 -2.404 -0.892 0.87
H 3.323 -2.626 0.559 0.17
H 3.773 -0.258 -2.291 0.71
H 2.932 3.205 0.084 0.67
H 2.885 2.780 2.692 0.69
H 2.263 1.211 3.176 0.11
H 1.282 4.423 2.795 0.57
H -2.548 3.805 1.020 0.55
H -1.894 1.586 -0.862 0.25
H -3.219 1.974 0.208 0.60
H -4.356 0.353 1.454 0.77
H -3.575 -3.756 0.592 0.59
H -5.711 -4.053 0.815 0.30
H -6.596 -2.647 0.215 0.40
H -7.099 -3.448 1.708 0.49
H -4.238 -3.818 2.907 0.31
H -5.671 -3.284 3.794 0.52
H -4.205 -2.291 3.792 0.14
H -6.563 -0.441 1.540 0.39
H -5.653 -0.348 3.055 0.34
H -7.067 -1.389 2.938 0.47
H 0.949 6.493 1.995 0.31
H -0.318 7.711 1.882 0.47
H -0.103 6.540 0.575 0.34
H 0.006 5.701 4.253 0.32
H -1.707 5.281 4.379 0.35
H -1.221 6.962 4.129 0.45
H -2.593 6.034 0.810 0.40
H -2.695 7.136 2.179 0.44
H -3.238 5.470 2.363 0.41
H 4.504 -0.381 2.735 0.47
H 4.166 -2.130 2.602 0.28
H 3.442 -1.161 3.921 0.28
H 2.023 3.883 -1.872 0.35
H 1.514 2.576 -2.945 0.20
H 2.453 3.933 -3.581 0.49
H 4.510 4.119 -1.245 0.31
H 4.902 4.188 -2.961 0.47
H 5.689 2.993 -1.924 0.39
H 3.243 1.045 -4.016 0.36
H 4.955 1.193 -3.572 0.42
H 4.172 2.451 -4.525 0.46
H 3.343 -2.521 -5.219 0.36
H 3.146 -3.818 -6.394 0.44
H 3.757 -4.191 -4.786 0.40
H 0.913 -1.865 -5.582 0.27
H -0.366 -3.082 -5.486 0.33
H 0.815 -3.150 -6.794 0.45
H 1.909 -5.933 -4.529 0.38
H 1.407 -5.536 -6.177 0.48
H 0.230 -5.504 -4.865 0.31
O -1.420 -1.478 2.635 -0.05
O -1.659 -1.391 4.061 -0.25
F 1.540 -3.052 5.581 -0.15
B 1.235 -2.628 4.383 0.66
F 1.057 -1.188 4.263 -0.42
Se -1.449 0.290 4.667 0.45
C -3.014 1.038 4.040 0.34
N -3.959 1.593 3.687 -0.48
O 0.325 -3.252 3.404 -0.45
O 1.791 -3.074 3.106 -0.31
```

Results
E (a.u.): -5165.3867
Gap between HOMO and LUMO (eV): 7.15
Net charge: +1
Relative energy (zero: lowest compared OMol25 entry of this formula, charge and spin) (kcal per mole): 40.0
LUMO energy (Eh): -0.139

***

(2)
C12H17N2O | ωB97M-V with the def2-TZVPD basis set

```
32
Properties=species:S:1:pos:R:3:mulliken_charge:R:1
C -3.024 0.002 1.434 -1.57
C -2.516 -0.484 0.102 0.51
C -3.342 0.056 -1.095 -1.47
C -1.076 0.093 0.037 -0.29
N -0.721 1.317 0.087 0.09
C 0.687 1.734 0.365 -0.78
C 1.837 0.860 0.213 0.89
C 3.123 1.347 0.450 -1.27
C 4.169 0.493 0.068 -0.53
C 4.049 -0.882 -0.135 -0.67
C 2.764 -1.366 -0.139 -0.28
C 1.722 -0.480 -0.119 0.21
C 0.091 -0.936 -0.127 0.48
N -0.289 -1.009 -1.596 -0.49
O -0.088 -2.229 0.397 -0.58
H -3.799 -0.582 1.775 0.49
H -3.282 1.011 1.378 0.44
H -2.347 -0.036 2.402 0.30
H -2.395 -1.574 0.004 0.37
H -2.910 0.945 -1.434 0.40
H -4.360 0.227 -0.926 0.47
H -3.379 -0.675 -1.864 0.38
H -1.501 2.028 0.153 0.41
H 0.758 2.241 1.377 0.35
H 1.024 2.613 -0.317 0.37
H 3.355 2.361 0.689 0.45
H 5.056 0.959 0.030 0.53
H 4.862 -1.642 -0.421 0.31
H 2.643 -2.411 -0.298 0.48
H -0.144 -0.165 -2.115 0.29
H -1.013 -1.668 -1.761 0.29
H 0.044 -2.147 1.388 0.40
```

Results
E (a.u.): -651.8835
Gap between HOMO and LUMO (eV): 9.55
Net charge: +1
Relative energy (zero: lowest compared OMol25 entry of this formula, charge and spin) (kcal per mole): 86.5
LUMO energy (Eh): -0.111
SMILES: CC(C)C1=[NH+]Cc2ccccc2[C@@]1(N)O

***

(3)
C22H25INOSn | ωB97M-V with the def2-TZVPD basis set

```
51
Properties=species:S:1:pos:R:3:mulliken_charge:R:1
C 2.997 -0.187 2.613 -0.48
C 1.767 0.510 2.660 -0.77
C 0.749 -0.322 2.161 0.03
H 1.617 1.505 3.076 0.41
C 1.343 -1.574 1.777 -0.59
C 2.762 -1.481 2.080 -1.12
H 0.809 -2.488 1.525 0.67
C 3.664 1.627 -1.000 -0.92
C 3.088 2.460 -0.024 -0.60
C 1.685 2.531 -0.240 -0.37
H 3.618 3.015 0.747 0.46
C 1.359 1.749 -1.366 -1.18
C 2.597 1.134 -1.844 -0.91
H -0.319 -0.104 2.153 0.22
H 3.470 -2.302 2.011 0.60
H 3.949 0.176 2.998 0.40
H 2.708 0.637 -2.808 0.51
H 0.973 3.129 0.332 0.44
H 4.721 1.420 -1.159 0.44
Sn 2.233 -0.832 -0.426 1.04
C 0.006 1.489 -1.974 3.58
C 0.099 1.758 -3.485 -1.84
C -1.060 2.389 -1.341 -2.26
H 0.425 2.794 -3.650 0.44
H -0.884 1.606 -3.937 0.44
H 0.812 1.081 -3.970 0.32
H -0.772 3.442 -1.457 0.46
H -1.189 2.165 -0.274 0.35
H -2.014 2.226 -1.854 0.46
C -0.340 -0.008 -1.682 -0.97
C -1.632 -0.524 -2.298 -0.02
H -0.392 -0.160 -0.587 0.04
H 0.443 -0.674 -2.120 0.54
O -2.140 -0.001 -3.285 -0.70
N -2.218 -1.628 -1.741 -0.04
C -1.790 -2.399 -0.578 -0.89
H -2.999 -1.995 -2.273 0.28
C -2.344 -1.849 0.722 0.87
C -2.086 -2.544 1.909 -0.29
H -1.533 -3.486 1.853 0.35
C -2.531 -2.039 3.132 -0.57
H -2.300 -2.579 4.052 0.35
C -3.273 -0.850 3.170 -0.46
H -3.628 -0.459 4.125 0.35
C -3.570 -0.174 1.981 -0.64
H -4.161 0.744 1.988 0.38
C -3.112 -0.679 0.756 -0.21
H -3.366 -0.173 -0.179 0.38
H -0.684 -2.441 -0.531 -0.06
H -2.136 -3.437 -0.710 0.53
I 4.580 -2.198 -1.028 -0.48
```

Results
E (a.u.): -1495.3531
Gap between HOMO and LUMO (eV): 5.98
Net charge: -1
LUMO energy (Eh): 0.095

***

(4)
C16H36N3O3 | ωB97M-V with the def2-TZVPD basis set

```
58
Properties=species:S:1:pos:R:3:mulliken_charge:R:1
C 1.627 -12.116 -14.055 -1.38
C 1.679 -12.764 -12.685 0.12
C 0.553 -13.786 -12.493 -0.96
N 0.612 -14.571 -11.205 0.63
C 0.507 -13.697 -10.000 -0.80
C -0.456 -15.674 -11.257 -0.54
C 0.281 -16.997 -11.075 -0.55
C 1.551 -16.675 -10.328 -0.68
C 1.904 -15.370 -11.082 -0.86
H 1.122 -12.729 -14.808 0.35
H 2.638 -11.972 -14.429 0.35
H 1.076 -11.177 -14.038 0.36
H 1.634 -12.047 -11.864 0.13
H 2.630 -13.287 -12.561 0.30
H 0.600 -14.503 -13.313 0.51
H -0.434 -13.325 -12.445 0.41
H 0.610 -14.221 -9.056 0.40
H -0.486 -13.254 -10.122 0.53
H 1.263 -12.910 -10.063 -0.24
H -1.038 -15.511 -10.346 0.27
H -1.169 -15.600 -12.071 0.40
H -0.370 -17.630 -10.468 0.36
H 0.422 -17.459 -12.050 0.32
H 1.538 -16.511 -9.254 0.32
H 2.323 -17.408 -10.555 0.39
H 2.765 -14.754 -10.833 0.32
H 2.077 -15.634 -12.132 0.54
C -0.857 -11.337 -6.708 -1.58
C 0.653 -11.163 -6.538 0.34
C 0.973 -11.030 -5.049 -1.15
N 2.392 -11.437 -4.724 0.60
C 3.373 -10.644 -5.497 -1.08
C 2.586 -12.915 -4.985 -0.46
C 3.285 -13.445 -3.751 -0.51
C 2.649 -12.655 -2.643 -0.75
C 2.564 -11.223 -3.198 -0.50
H -1.147 -12.269 -6.218 0.40
H -1.173 -11.326 -7.749 0.36
H -1.462 -10.575 -6.209 0.39
H 1.075 -10.332 -7.111 0.43
H 1.155 -11.991 -7.050 -0.15
H 0.357 -11.749 -4.510 0.46
H 0.757 -10.007 -4.753 0.48
H 3.299 -9.602 -5.201 0.34
H 3.414 -10.829 -6.571 0.24
H 4.333 -11.071 -5.187 0.48
H 3.166 -13.054 -5.896 0.22
H 1.613 -13.391 -5.090 0.32
H 4.323 -13.098 -3.730 0.27
H 3.256 -14.525 -3.642 0.44
H 3.181 -12.799 -1.699 0.40
H 1.622 -12.863 -2.323 0.34
H 3.423 -10.563 -3.097 0.37
H 1.715 -10.743 -2.720 0.28
N 3.453 -11.601 -9.199 0.97
O 2.669 -11.211 -10.114 -0.68
O 4.502 -10.978 -8.951 -0.68
O 3.151 -12.614 -8.517 -0.59
```

Results
E (a.u.): -1020.8317
Gap between HOMO and LUMO (eV): 8.63
Net charge: +1
LUMO energy (Eh): -0.075

***

(5)
C6H9N | ωB97M-V with the def2-TZVPD basis set

```
16
Properties=species:S:1:pos:R:3:mulliken_charge:R:1
C -0.090 2.247 0.285 -1.23
C -0.054 0.806 -0.066 0.48
C 0.887 0.186 -0.781 -0.72
C 0.852 -1.265 -0.500 0.05
N -0.301 -2.019 -0.925 -0.66
C -0.187 -1.466 0.518 -0.20
C -1.045 -0.203 0.499 -0.73
H 0.815 2.744 -0.070 0.33
H -0.085 2.340 1.380 0.30
H -0.980 2.753 -0.088 0.28
H 1.611 0.644 -1.437 0.43
H 1.782 -1.820 -0.362 0.46
H -0.005 -2.918 -1.306 0.24
H 0.128 -1.790 1.529 0.39
H -1.557 0.100 1.421 0.37
H -1.825 -0.413 -0.244 0.22
```

Results
E (a.u.): -288.6795
Gap between HOMO and LUMO (eV): 9.70
Net charge: 0
Relative energy (zero: lowest compared OMol25 entry of this formula, charge and spin) (kcal per mole): 64.3
LUMO energy (Eh): 0.042
SMILES: CC1=C[C@@H]2N[C@@H]2C1

***

(6)
C20H23N4O6 | ωB97M-V with the def2-TZVPD basis set

```
53
Properties=species:S:1:pos:R:3:mulliken_charge:R:1
O -5.938 -4.113 -0.419 -0.62
O -0.652 4.145 1.436 -0.67
O 3.629 5.502 -1.196 -0.69
O 0.013 1.591 -0.765 -0.73
O 4.616 5.740 0.779 -0.78
N 0.057 -2.840 -0.519 -0.49
N 1.448 -3.541 1.242 -0.59
O 0.006 -5.056 0.290 -0.47
C -4.799 -3.812 -0.074 0.84
C 0.305 3.581 1.950 0.65
C 4.125 5.048 -0.139 0.53
C 0.458 2.706 -1.036 -0.02
C 0.500 -3.774 0.331 0.58
C 0.563 -1.612 -0.444 -0.21
C 1.961 -2.316 1.323 -0.39
C 1.531 -1.309 0.487 0.12
C -2.773 -6.726 -1.421 -0.56
C -1.496 -6.425 -0.939 -0.38
C -3.846 -5.876 -1.137 -0.63
C -2.365 -4.439 0.116 0.20
C -1.271 -5.276 -0.178 0.10
C -3.661 -4.714 -0.365 0.00
N 0.027 3.331 -2.137 -0.06
N 1.363 3.142 1.274 -0.02
C -4.614 -2.495 0.675 -1.26
C 0.334 3.359 3.443 -1.22
C 0.456 4.646 -2.616 -0.78
C 4.126 3.524 0.059 -0.65
C 2.932 2.820 -0.605 -0.64
C 1.556 3.356 -0.167 -0.04
H 0.206 -0.849 -1.129 0.54
H 2.727 -2.105 2.062 0.40
H 1.930 -0.304 0.547 0.18
H -2.933 -7.619 -2.018 0.37
H -0.660 -7.082 -1.158 0.44
H -4.832 -6.123 -1.523 0.44
H -2.182 -3.560 0.726 0.36
H -0.685 2.842 -2.655 0.30
H 2.123 2.736 1.788 0.33
H -4.289 -2.689 1.700 0.34
H -5.556 -1.941 0.706 0.33
H -3.866 -1.876 0.171 0.36
H 1.209 3.858 3.855 0.33
H 0.379 2.292 3.645 0.29
H -0.569 3.783 3.878 0.32
H 0.015 4.856 -3.591 0.33
H 0.141 5.418 -1.910 0.26
H 1.545 4.685 -2.705 0.23
H 5.046 3.107 -0.359 0.43
H 4.117 3.289 1.127 0.21
H 3.025 2.927 -1.687 0.32
H 2.988 1.755 -0.377 0.11
H 1.531 4.432 -0.338 0.67
```

Results
E (a.u.): -1446.5156
Gap between HOMO and LUMO (eV): 6.33
Net charge: -1
LUMO energy (Eh): 0.061

***

(7)
C14H22BBrFNO4P | ωB97M-V with the def2-TZVPD basis set

```
45
Properties=species:S:1:pos:R:3:mulliken_charge:R:1
C -0.214 -1.208 3.076 -0.81
C -0.157 -0.015 2.535 -0.87
N 0.344 0.190 1.190 0.31
C -0.464 -0.130 0.147 1.17
C -1.861 -0.617 0.383 -1.78
C -2.911 0.494 0.116 0.68
C -3.656 0.885 1.366 -1.51
F -3.831 -0.010 -0.784 -0.35
C 0.012 0.020 -1.170 0.62
C -0.850 -0.337 -2.350 -2.06
C -0.495 -1.750 -2.874 -0.58
C -1.677 -2.449 -3.523 -0.42
O -1.433 -3.843 -3.671 -0.51
C 1.311 0.514 -1.349 0.77
Br 1.884 0.806 -3.110 -0.03
C 2.135 0.834 -0.245 -0.21
P 3.906 1.497 -0.451 0.42
O 3.661 2.770 -1.454 -0.50
O 4.474 0.449 -1.542 -0.42
C 1.611 0.674 1.047 -0.33
B 2.477 1.064 2.383 0.54
C 1.918 1.973 3.531 -1.00
O 3.740 0.637 2.540 -0.52
H 0.050 -2.095 2.524 0.30
H -0.547 -1.296 4.096 0.33
H -0.465 0.863 3.071 0.55
H -2.051 -1.426 -0.313 0.42
H -2.012 -1.010 1.376 0.64
H -2.420 1.357 -0.330 0.27
H -4.341 1.693 1.129 0.41
H -4.226 0.041 1.736 0.40
H -2.972 1.257 2.125 0.28
H -0.742 0.410 -3.127 0.79
H -1.898 -0.360 -2.089 0.21
H 0.361 -1.713 -3.536 0.36
H -0.200 -2.355 -2.013 0.52
H -1.857 -2.097 -4.531 0.32
H -2.570 -2.321 -2.907 0.30
H -1.025 -4.185 -2.872 0.32
H 2.938 3.322 -1.132 0.33
H 4.685 0.892 -2.375 0.32
H 2.715 2.285 4.198 0.31
H 1.412 2.866 3.166 0.38
H 1.215 1.417 4.141 0.35
H 4.030 0.008 1.871 0.31
```

Results
E (a.u.): -3942.2984
Gap between HOMO and LUMO (eV): 7.85
Net charge: +1
LUMO energy (Eh): -0.160
SMILES: C=C[n+]1c(C[C@H](C)F)c(CCCO)c(Br)c(P(O)O)c1B(C)O

***

(8)
C31H23F3O3P | ωB97M-V with the def2-TZVPD basis set

```
61
Properties=species:S:1:pos:R:3:mulliken_charge:R:1
F 0.734 0.133 4.532 -0.33
C -0.420 0.231 3.797 0.36
C -1.567 -0.360 4.298 -1.05
C -2.706 -0.200 3.519 0.46
F -3.879 -0.722 3.980 -0.32
C -2.723 0.498 2.321 -0.76
C -1.529 0.975 1.801 0.08
C -1.567 1.667 0.454 1.22
C -0.376 2.452 -0.002 -0.09
C -0.656 3.733 -0.440 -0.49
C 0.367 4.579 -0.812 -0.69
C 1.699 4.157 -0.694 -0.73
C 1.948 2.881 -0.199 -0.14
F 3.257 2.499 -0.019 -0.34
C 0.932 2.004 0.144 -0.49
C -0.386 0.942 2.600 -1.08
H -1.595 -0.860 5.254 0.54
H -3.647 0.599 1.758 0.57
H -2.483 2.324 0.471 0.31
H -1.687 4.025 -0.552 0.34
H 0.116 5.569 -1.189 0.43
H 2.526 4.861 -0.884 0.45
H 1.175 1.001 0.463 0.96
H 0.544 1.416 2.315 0.99
C -2.099 -4.715 -0.644 -0.66
C -1.278 -4.125 0.310 -0.61
C -1.290 -2.732 0.478 -0.45
C -2.138 -2.040 -0.377 0.66
O -2.098 -0.610 -0.470 0.07
P -2.300 0.853 -0.867 0.07
O -3.800 1.448 -0.953 -0.44
C -4.294 2.553 -1.800 0.46
C -4.439 3.867 -1.354 -0.42
C -4.732 4.862 -2.310 -0.44
C -4.951 4.535 -3.644 -0.62
C -4.921 3.190 -4.013 -0.53
C -4.627 2.195 -3.089 -0.34
O -1.681 1.267 -2.200 0.65
C -0.764 0.822 -3.198 0.94
C 0.369 1.559 -3.491 -0.41
C 1.178 1.102 -4.548 -0.68
C 0.809 -0.031 -5.271 -0.62
C -0.365 -0.704 -4.956 -0.77
C -1.175 -0.276 -3.909 -0.32
C -3.011 -2.584 -1.273 -0.29
C -2.962 -3.949 -1.424 -0.79
H -2.090 -5.796 -0.783 0.40
H -0.599 -4.721 0.918 0.42
H -0.662 -2.237 1.220 0.43
H -4.325 4.140 -0.307 0.46
H -4.742 5.907 -2.009 0.40
H -5.170 5.315 -4.386 0.40
H -5.135 2.913 -5.026 0.42
H -4.551 1.159 -3.374 0.46
H 0.651 2.449 -2.933 0.34
H 2.104 1.625 -4.775 0.43
H 1.431 -0.381 -6.102 0.40
H -0.679 -1.567 -5.512 0.43
H -2.096 -0.772 -3.624 0.37
H -3.631 -1.897 -1.848 0.54
H -3.625 -4.381 -2.139 0.46
```

Results
E (a.u.): -2061.5623
Gap between HOMO and LUMO (eV): 9.99
Net charge: +1
Relative energy (zero: lowest compared OMol25 entry of this formula, charge and spin) (kcal per mole): 0.0
LUMO energy (Eh): -0.080

***

(9)
C5H9ClN2O2S | ωB97M-V with the def2-TZVPD basis set

```
20
Properties=species:S:1:pos:R:3:mulliken_charge:R:1
C 0.852 0.195 -0.872 -0.71
C 0.776 -0.601 0.447 -0.59
C -0.508 0.883 -1.056 -0.36
C -0.164 -1.780 0.301 -0.54
C -1.656 0.006 -0.718 -0.10
N -1.497 -1.186 -0.162 0.11
N -2.838 0.431 -1.127 0.99
O -2.985 1.402 -1.869 -0.67
O -3.803 -0.279 -0.931 -0.57
S -2.738 -2.278 0.073 -0.21
Cl -2.734 0.863 1.960 -0.22
H 1.547 0.942 -0.817 0.37
H 1.132 -0.471 -1.786 0.28
H 1.701 -0.993 0.785 0.40
H 0.479 0.096 1.239 0.26
H -0.536 1.819 -0.517 0.28
H -0.652 1.209 -2.180 0.33
H 0.072 -2.548 -0.429 0.34
H -0.357 -2.279 1.264 0.33
H -3.681 0.513 1.200 0.29
```

Results
E (a.u.): -1314.1094
Gap between HOMO and LUMO (alpha / beta) (eV): 6.57 / 6.53
Net charge: 0
Relative energy (zero: lowest compared OMol25 entry of this formula, charge and spin) (kcal per mole): 20.7
LUMO energy (alpha / beta) (Eh): -0.056 / -0.057

***

Question: Which value of E does entry 9 give?
Answer: -1314.1094 a.u.